Molecular formula: C54H116N6O7
Method: DFT, the ωB97M-V functional and the def2-TZVPD basis

The value obtained for the LUMO energy is 0.496 eV. The calculation puts the relative energy (zero: lowest compared OMol25 entry of this formula, charge and spin) at 0.0000 eV. The highest occupied orbital energy is -7.880 eV. For the gap between HOMO and LUMO, the calculation gives 8.376 eV. As for the electronic energy: -2982.031944 Eh. Its structure (SMILES) is CC1(C)CCCC(C)(C)N1O.CC1(C)CCCC(C)(C)N1O.CC1(C)CCCC(C)(C)N1O.CC1(C)CCCC(C)(C)N1O.CC1(C)CCCC(C)(C)N1O.CC1(C)CCCC(C)(C)N1O.O.

CARTESIAN COORDINATES (ANGSTROEM)
O: -0.3183 0.4634 -0.0287
H: -0.1219 0.3709 0.9136
H: -0.9897 -0.2074 -0.2005
C: 2.4895 -4.1448 2.1697
C: 3.9634 -3.7462 2.3097
C: 4.7119 -4.3346 1.1058
C: 4.5253 -3.5583 -0.1967
C: 4.9094 -2.0934 0.0067
C: 4.2002 -1.4066 1.1760
N: 4.2231 -2.3017 2.3625
O: 3.6101 -1.6926 3.4745
C: 5.1299 -0.2386 1.5621
C: 2.8071 -0.8969 0.7479
C: 4.4887 -4.4295 3.5705
H: 2.4081 -5.2309 2.1892
H: 2.0458 -3.7759 1.2407
H: 1.9197 -3.6917 2.9840
H: 5.7713 -4.5821 1.2091
H: 4.2646 -5.3116 0.8833
H: 3.5032 -3.7254 -0.5380
H: 5.2016 -3.9394 -0.9650
H: 4.6281 -1.6540 -0.9564
H: 5.9954 -2.0217 0.0731
H: 5.3225 0.4561 0.7450
H: 4.7011 0.3400 2.3857
H: 6.0580 -0.6643 1.9436
H: 2.3955 -0.3785 1.6154
H: 2.9262 -0.2863 -0.1405
H: 2.1209 -1.7262 0.5655
H: 3.9612 -4.3619 4.5274
H: 5.4210 -3.9448 3.8947
H: 4.7415 -5.4833 3.4456
H: 4.3285 -1.2506 3.9416
C: -0.1735 -0.7462 -3.6161
C: 0.9491 -1.7924 -3.5340
C: 0.4399 -2.8372 -2.5025
C: 1.1898 -4.1576 -2.5519
C: 1.3207 -4.6903 -3.9855
C: 1.8343 -3.6636 -5.0077
N: 1.0663 -2.4358 -4.8434
O: 1.4457 -1.4553 -5.7992
C: 3.3463 -3.4658 -4.8566
C: 1.5741 -4.2121 -6.4143
C: 2.2013 -1.1516 -2.9125
H: 0.1348 0.1040 -4.2281
H: -0.4657 -0.4350 -2.6125
H: -1.0752 -1.1257 -4.1034
H: 0.5175 -2.3430 -1.5274
H: -0.6496 -2.9326 -2.5717
H: 0.6653 -4.9107 -1.9559
H: 2.1705 -4.1097 -2.0768
H: 0.3200 -4.9928 -4.3086
H: 1.9486 -5.5813 -3.9837
H: 3.6219 -2.5363 -5.3622
H: 3.7323 -3.4268 -3.8372
H: 3.9355 -4.2397 -5.3557
H: 1.8897 -5.2440 -6.5723
H: 0.5127 -4.2098 -6.6828
H: 2.0599 -3.5909 -7.1694
H: 1.9816 -0.5915 -2.0066
H: 2.6305 -0.4849 -3.6679
H: 3.0034 -1.8453 -2.6555
H: 0.7183 -1.4790 -6.4301
C: -3.0235 1.2675 -3.7711
C: -2.7256 2.7029 -3.2940
C: -1.4279 2.7261 -2.4876
C: -0.2067 2.7900 -3.4087
C: -0.3327 4.0749 -4.2182
C: -1.5358 4.1080 -5.1548
N: -2.7368 3.6642 -4.4415
O: -3.9155 3.6469 -5.1859
C: -1.6490 5.5709 -5.5843
C: -1.3649 3.1666 -6.3725
C: -3.8792 3.1563 -2.3915
H: -3.2099 0.5852 -2.9396
H: -2.0936 0.8720 -4.1919
H: -3.8401 1.2740 -4.4884
H: -1.4330 3.5962 -1.8270
H: -1.3084 1.8312 -1.8716
H: -0.1602 1.9622 -4.1264
H: 0.7414 2.6699 -2.8802
H: 0.5568 4.1715 -4.8459
H: -0.3826 4.9110 -3.5173
H: -0.7254 6.0260 -5.9297
H: -2.4549 5.6861 -6.3167
H: -2.0542 6.1308 -4.7367
H: -1.2955 2.1325 -6.0308
H: -2.2168 3.2826 -7.0422
H: -0.4657 3.3510 -6.9673
H: -3.8556 4.2152 -2.1284
H: -3.6964 2.6319 -1.4510
H: -4.8548 2.9620 -2.8310
H: -3.8726 2.8237 -5.7012
C: -4.1131 -5.2848 4.0275
C: -2.7883 -4.9585 3.2934
C: -2.4941 -6.2114 2.4382
C: -1.4626 -5.9877 1.3331
C: -1.9382 -4.8659 0.4347
C: -2.3270 -3.5399 1.1676
N: -3.0229 -3.8031 2.4333
O: -3.4352 -2.6520 3.1549
C: -1.0385 -2.7315 1.3617
C: -3.2806 -2.7617 0.2996
C: -1.6746 -4.7103 4.3159
H: -4.0994 -6.2302 4.5674
H: -4.9352 -5.3245 3.3101
H: -4.3136 -4.4603 4.7147
H: -2.2167 -7.0477 3.0851
H: -3.4520 -6.5527 2.0329
H: -1.4165 -6.9487 0.8134
H: -0.4757 -5.8433 1.7799
H: -2.7695 -5.2446 -0.1587
H: -1.0665 -4.5898 -0.1605
H: -1.2196 -1.6950 1.6439
H: -0.3898 -3.1593 2.1267
H: -0.4764 -2.7825 0.4261
H: -2.9385 -2.6995 -0.7424
H: -4.2979 -3.1541 0.3350
H: -3.3820 -1.6880 0.5028
H: -1.9511 -4.0252 5.1193
H: -0.7815 -4.3075 3.8418
H: -1.4553 -5.6586 4.8138
H: -4.3903 -2.7362 3.0501
C: 2.9929 5.7041 -1.2087
C: 2.1255 5.0020 -0.1593
C: 2.2651 3.4985 -0.4067
C: 1.9302 2.6163 0.7915
C: 2.8769 3.0972 1.9036
C: 2.5745 4.5538 2.3382
N: 2.6180 5.4165 1.1550
O: 2.3868 6.7528 1.4764
C: 1.2499 4.5008 3.1303
C: 3.7818 4.9366 3.2173
C: 0.6440 5.4098 -0.3678
H: 4.0450 5.4803 -1.0113
H: 2.9389 6.7901 -1.1324
H: 2.7659 5.3090 -2.2003
H: 1.5231 3.2786 -1.1805
H: 3.2289 3.1938 -0.8186
H: 2.0604 1.5634 0.5647
H: 0.8872 2.7318 1.0972
H: 3.9314 3.0740 1.6208
H: 2.7454 2.4538 2.7755
H: 1.1564 5.2519 3.9154
H: 0.3505 4.4063 2.5217
H: 1.2443 3.5489 3.6698
H: 4.6954 5.2390 2.7086
H: 3.5172 5.8600 3.7475
H: 3.9957 4.1628 3.9549
H: 0.2004 5.0265 -1.2825
H: 0.5673 6.4934 -0.2763
H: 0.0886 4.9790 0.4724
H: 1.4358 6.8738 1.6442
C: -3.7983 1.2029 0.9428
C: -3.4647 2.0830 2.1366
C: -4.7564 2.7298 2.6300
C: -4.6606 3.3665 4.0302
C: -4.1672 2.3519 5.0487
C: -2.8359 1.6710 4.6065
N: -3.0244 1.2101 3.2385
O: -2.0163 0.3164 2.8251
C: -1.6537 2.6339 4.8524
C: -2.7793 0.3978 5.4823
C: -2.4000 3.1046 1.7304
H: -4.3157 1.8522 0.2340
H: -4.4944 0.3913 1.1682
H: -2.9518 0.7551 0.4205
H: -5.0402 3.4675 1.8748
H: -5.5346 1.9685 2.7100
H: -5.7028 3.6801 4.1687
H: -4.1450 4.3282 4.1289
H: -4.9912 1.6386 5.1044
H: -4.0139 2.9361 5.9579
H: -0.7698 2.2735 4.3318
H: -1.9694 3.6413 4.5921
H: -1.4707 2.6231 5.9292
H: -3.6864 -0.1905 5.3967
H: -1.8590 -0.1576 5.2931
H: -2.6341 0.7016 6.5251
H: -2.6964 3.6632 0.8423
H: -1.4570 2.5606 1.6597
H: -2.2767 3.8494 2.5196
H: -2.4255 -0.5577 2.8453